ORCA calculation (ωB97M-V/def2-TZVPD) on a structure of composition C6H6O5STl.

```
19
Properties=species:S:1:pos:R:3:forces:R:3:lowdin_charge:R:1
O 0.13593 -3.01271 -3.79586 0.0 3.3 3.9 0.36
H -1.44065 2.07071 1.07384 -0.2 -0.3 -0.3 0.10
O 2.98323 -2.85094 -0.12754 -3.6 1.9 -0.3 0.28
O 1.30359 1.18563 -0.16015 -0.7 -1.6 -0.4 -0.53
C -1.32902 1.02894 0.73475 0.3 0.4 0.3 -0.21
O -2.74698 -2.82292 -0.15439 1.9 1.0 0.0 0.28
C 1.99491 -2.30227 -0.28427 3.8 -1.8 0.1 0.09
C -1.78177 -2.25803 -0.27950 -1.8 -0.8 -0.2 0.09
H 0.61541 2.61862 2.09594 0.1 -0.3 0.1 0.11
H -1.70497 0.93260 -0.30430 0.4 0.1 0.3 0.05
O 0.19220 2.30015 -2.84472 -0.2 -4.6 2.1 0.28
S 0.44603 0.57436 0.96920 -0.8 1.3 0.0 0.82
Tl 0.16732 -0.96817 -1.27590 0.9 2.5 2.6 0.98
C 0.81078 1.58357 2.42312 0.2 -1.2 0.5 -0.13
H 0.11802 1.21228 3.21826 0.6 0.5 -0.3 0.11
H -1.92404 0.36758 1.36952 0.0 0.1 0.1 0.08
H 1.88450 1.36556 2.64858 -0.9 0.4 0.0 0.11
C 0.13870 -2.27072 -2.92146 -0.1 -4.9 -6.3 0.05
C 0.13682 1.24575 -2.38511 -0.1 3.9 -2.4 0.08
```
Forces are in eV/Å.

Computed properties:
* largest force on an atom: 8.0 eV Å⁻¹
* charge: +3
* HOMO-LUMO gap: 5.69 eV



ORCA calculation (ωB97M-V/def2-TZVPD) on a structure of composition H5NO2P2.

```
10
Properties=species:S:1:pos:R:3:forces:R:3:lowdin_charge:R:1
O 1.64802 -0.48953 0.95639 -0.4 0.2 -0.7 -0.50
H -2.95039 -0.52828 0.05910 0.8 0.2 0.3 -0.07
P 0.94328 0.76104 0.54691 0.8 1.2 -0.2 0.59
N 1.33464 1.07838 -1.06118 1.5 -1.8 0.9 -0.21
H -1.66393 0.20240 1.73373 -0.3 -0.4 -0.9 -0.07
H 2.11779 0.48192 -1.39530 -0.9 0.8 -0.1 0.06
O -0.90277 -1.65749 0.35614 1.1 0.7 -0.5 -0.46
P -1.55935 -0.15617 0.30962 -1.4 -0.2 0.8 0.63
H 0.96841 1.76723 -1.67904 -0.2 0.4 -0.2 0.02
H 0.06430 -1.45950 0.17364 -1.0 -1.0 0.5 -0.01
```
Forces are in eV/Å.

Computed properties:
* largest force on an atom: 2.5 eV Å⁻¹
* charge: 0
* HOMO-LUMO gap: 8.69 eV



ORCA calculation (ωB97M-V/def2-TZVPD) on a cluster of 4 separate species, C2H6N2OS in total.

```
12
Properties=species:S:1:pos:R:3:forces:R:3:lowdin_charge:R:1
H -1.58874 -0.09431 2.27338 4.7 -1.0 -0.9 0.16
H 0.46440 -2.63140 0.47603 0.6 2.5 -2.8 0.12
H 1.24250 -2.43772 -1.11024 -0.9 0.7 0.4 0.13
S -0.69801 1.57505 -0.04935 0.9 2.1 0.4 0.75
C -0.18372 -0.36281 1.87875 1.4 1.8 0.5 -0.18
N 0.09178 0.22719 0.50892 -0.8 -4.6 -0.7 -0.66
N 0.66094 -1.97353 -0.39855 0.9 -6.8 3.6 0.12
H 0.28745 -1.86159 1.97436 -1.6 5.0 0.1 0.17
H 0.96888 0.64674 2.31841 -3.5 -3.2 0.5 0.19
C 0.32405 -0.73928 -0.60673 -0.3 2.3 4.0 -0.77
O 0.40765 -0.30807 -1.67418 0.2 2.5 -5.4 0.05
H 0.42136 2.47893 -0.15359 -1.4 -1.2 0.2 -0.07
```
Forces are in eV/Å.

Computed properties:
* largest force on an atom: 7.8 eV Å⁻¹
* charge: 0
* HOMO-LUMO gap: 8.73 eV



ORCA calculation (ωB97M-V/def2-TZVPD) on a structure of composition C13H31O11P2Tl.

```
58
Properties=species:S:1:pos:R:3:forces:R:3:lowdin_charge:R:1
H 10.66614 4.84568 -0.04050 0.1 -0.3 0.4 0.12
H 13.25685 8.32827 0.11069 0.0 0.1 0.1 0.08
H 15.78666 -2.27877 -3.90390 0.1 0.1 0.2 0.11
O 16.18166 0.48777 -5.65189 -1.5 0.0 -0.6 -0.10
C 14.11637 4.72259 3.77144 -0.1 0.1 0.1 -0.22
O 17.51173 1.50307 -3.75554 -0.4 0.4 -0.1 -0.14
O 14.21652 5.91809 1.08181 0.1 -0.2 -0.5 -0.16
H 14.84190 0.27350 -8.02085 0.0 -0.1 0.2 0.10
H 15.65938 1.84856 -7.92298 0.2 -0.3 0.1 0.11
H 17.85180 4.05772 -4.60007 -0.1 0.1 0.5 0.08
H 19.52120 3.89237 -5.04789 0.0 -0.3 -0.2 0.10
H 18.58099 -3.48677 -4.06739 0.0 -0.1 0.0 0.09
H 11.67792 -1.48160 -5.67213 -0.4 -0.1 -0.2 0.18
O 12.74387 0.23951 -4.37794 0.8 0.7 0.2 0.15
H 19.49170 1.50403 -4.37480 -0.2 -0.2 0.1 0.13
H 17.09075 -4.23847 -3.48000 0.0 0.0 0.1 0.09
O 11.37999 -0.20977 -2.95980 0.6 0.5 -0.2 0.24
H 9.54212 5.81038 2.15992 -0.3 -0.1 -0.2 0.09
C 14.85590 1.22933 -7.50676 -0.4 0.9 -0.3 -0.02
O 13.48977 3.66762 0.05688 0.2 -0.9 -1.2 -0.40
H 15.42708 6.26579 -0.55316 0.0 0.0 0.2 0.12
P 16.52399 0.37281 -4.10533 1.7 -0.6 1.0 0.36
Tl 13.49815 1.53514 -1.67309 0.3 0.5 0.7 1.29
C 11.72262 -0.44763 -4.14057 -1.4 -1.4 -0.4 -0.66
H 15.05675 2.18475 -5.56213 -0.5 0.0 0.1 0.16
H 14.90229 5.45708 3.59927 0.1 -0.1 -0.1 0.12
H 14.62331 4.32447 5.80155 -0.2 0.2 -0.1 0.09
H 13.20137 5.27926 3.98128 -0.1 -0.2 -0.2 0.12
C 14.46285 3.76620 4.87309 0.5 0.4 0.7 -0.07
C 18.56092 2.00820 -4.64318 1.0 0.0 0.0 -0.21
H 13.96715 1.81193 -7.76509 -0.2 -0.3 0.1 0.10
C 18.75176 3.48352 -4.38836 0.3 -0.1 -0.4 -0.05
H 11.67813 6.28063 0.05409 -0.1 -0.1 0.0 0.10
H 10.41018 7.30385 1.77227 0.3 -0.3 0.3 0.09
O 11.09869 -1.28184 -4.91119 0.9 0.5 0.3 0.29
H 9.31441 6.76868 0.61763 -0.3 -0.5 0.1 0.09
H 13.73119 6.10753 -0.94205 -0.1 0.1 0.1 0.10
O 13.94438 3.93362 2.54379 0.3 -0.1 0.1 -0.15
C 16.83524 -2.25675 -4.21938 -0.5 -0.4 -0.2 -0.23
O 11.95793 4.99306 1.63112 0.0 -0.6 -0.3 -0.16
H 18.34390 1.72566 -5.67287 -0.3 0.2 0.0 0.12
O 15.28775 0.39346 -3.28972 -0.9 0.1 0.3 -0.36
H 19.18411 3.59686 -3.39565 -0.6 0.3 0.2 0.09
C 14.98697 1.18786 -6.01771 1.8 0.1 -0.6 -0.21
C 14.28806 8.03008 -0.06509 0.4 0.1 0.1 -0.06
H 17.94555 -2.98886 -2.51405 -0.2 -0.1 0.1 0.09
C 10.01288 6.37196 1.35800 0.1 0.8 -0.1 -0.06
C 17.65915 -3.31235 -3.51315 0.3 0.5 -0.3 -0.05
H 14.09432 0.70202 -5.53167 -0.6 -0.5 0.3 0.12
H 13.67922 3.04365 5.07946 0.1 -0.2 -0.2 0.09
H 14.68879 8.55464 -0.93250 -0.2 -0.1 -0.2 0.09
H 16.83201 -2.42709 -5.29892 0.2 0.2 0.0 0.13
O 17.37680 -0.92254 -3.96626 -0.3 0.0 -0.2 -0.13
C 11.08160 5.57950 0.65591 0.3 0.9 -0.4 -0.26
H 14.92481 8.35780 0.75828 -0.2 0.0 0.2 0.09
C 14.42346 6.53671 -0.21470 0.4 0.0 -0.3 -0.26
P 13.43202 4.56125 1.22799 -0.9 0.9 1.3 0.35
H 15.43914 3.31183 4.70410 -0.2 -0.4 -0.3 0.08
```
Forces are in eV/Å.

Computed properties:
* largest force on an atom: 2.0 eV Å⁻¹
* charge: +2
* HOMO-LUMO gap: 2.17 eV



ORCA calculation (ωB97M-V/def2-TZVPD) on a cluster of 8 separate species, C35H67N10O4P2 in total.

```
118
Properties=species:S:1:pos:R:3:forces:R:3:lowdin_charge:R:1
H 4.13214 5.45350 -1.69307 0.0 0.0 0.0 0.12
H 6.56984 8.42320 -2.15233 0.0 0.0 0.0 0.11
H -0.51871 4.38517 5.12826 0.0 0.0 0.0 0.12
P -2.74919 -2.16832 -0.43920 -1.0 -1.2 0.1 0.95
N 8.87164 11.02195 -2.87014 0.0 0.0 0.0 0.14
H 4.31124 -7.25648 -3.65933 0.0 -0.1 0.1 0.12
C 0.44754 -1.05752 -0.55260 0.1 -0.1 0.8 -0.08
H 0.20725 5.89193 2.41227 0.0 0.0 0.0 0.07
C 3.17265 -5.62304 -4.46836 0.0 0.0 0.0 -0.11
C -4.51498 2.42814 -4.42829 0.1 0.2 -0.1 -0.26
C -0.48561 -4.81350 -0.25972 -0.8 -0.1 -2.1 -0.12
H 0.41520 -5.25930 0.15358 -0.1 0.0 0.7 0.13
H 2.50655 -6.42505 6.03367 -0.1 0.1 0.0 0.11
H -9.34900 1.79008 2.36823 0.1 0.0 0.0 0.12
C 8.42018 7.34904 -2.34589 0.0 0.0 0.1 -0.11
H 1.21148 -8.57005 6.25945 0.0 0.0 0.0 0.08
H 0.92457 -3.70804 -1.37351 0.1 0.0 -0.1 0.12
H -3.77062 4.29194 -3.60157 0.0 0.0 0.0 0.08
N 7.03004 4.31121 -1.38678 0.0 -0.1 0.0 0.16
C -1.16650 4.33465 3.05654 -0.1 0.2 -0.2 -0.26
C -0.83289 5.78399 2.72144 0.0 0.0 0.0 -0.10
H 1.18962 -8.73102 4.49913 0.0 0.0 0.0 0.07
O 2.41285 0.00528 0.48085 -0.1 0.1 -0.1 -0.04
H -4.24714 4.38981 -5.29774 0.0 0.0 0.0 0.07
C -10.24969 -0.15711 2.71235 -0.1 -0.3 0.0 -0.25
H -3.94478 1.97923 -2.37656 0.0 -0.1 0.1 0.09
C -1.44357 -3.43817 1.44471 -0.8 0.8 -0.8 -0.43
H 1.02288 1.92991 0.38484 -0.2 0.2 -0.3 0.08
H -0.61469 1.16326 0.20283 -0.1 0.3 -0.2 0.06
H -2.12958 -3.10980 3.39968 0.1 0.8 -0.2 0.13
H -11.25798 0.23638 2.58241 0.0 0.1 0.0 0.11
C 2.59493 -6.97110 -2.38477 0.3 0.0 -0.1 -0.19
H -9.48497 0.79799 0.91654 0.0 0.0 0.0 0.13
C 3.26361 -6.97236 -3.76492 0.0 0.1 -0.2 -0.25
C -3.91588 1.50847 -3.35700 -0.2 0.2 -0.3 -0.21
H -0.36962 -0.52862 -1.03199 0.0 0.0 -0.4 0.09
H 1.53622 -6.71966 -2.47626 0.0 0.0 0.0 0.11
H 2.78619 -7.73548 -4.38054 0.0 -0.1 0.1 0.11
H -1.00344 6.43497 3.58026 0.0 0.0 0.0 0.08
H -1.46528 -5.35466 1.47120 -0.6 -0.2 -0.1 0.11
C 1.09043 3.83795 3.91592 0.0 -0.1 0.1 -0.25
H 2.63557 3.51428 -1.36933 0.0 0.1 0.0 0.10
H 3.63102 -5.67579 -5.45436 0.0 0.0 0.0 0.08
P -3.86380 -0.43652 0.28483 0.4 1.6 -1.2 0.23
C 1.90228 -6.80083 5.20777 0.1 -0.2 0.0 -0.25
H 8.09531 8.67238 -4.79866 0.0 0.0 0.0 0.12
C 4.12976 1.97079 -1.45929 -0.1 0.0 0.0 -0.10
C 5.91170 4.37414 -1.63793 0.0 0.1 -0.1 -0.23
H 6.59671 9.50964 -4.39368 0.0 0.0 -0.1 0.11
H -10.03718 -0.14399 3.78236 0.0 0.1 0.0 0.11
H -5.55910 2.61980 -4.17586 0.0 -0.1 0.0 0.11
C -0.28171 -6.48612 4.08931 -0.1 0.1 0.0 -0.22
H -0.89538 -5.54004 -0.95360 -0.1 -0.2 0.0 0.13
H -10.92824 -2.20855 2.72260 0.0 0.0 0.0 0.08
C 7.18086 7.99644 -2.95042 0.1 -0.2 0.1 -0.27
H 3.69311 -4.84472 -3.90824 0.0 0.0 0.0 0.07
H -2.22809 4.25947 3.29894 0.0 -0.1 0.1 0.11
C 3.69817 3.39842 -1.14442 0.0 -0.2 0.0 -0.26
H -0.68990 -3.36291 -1.91185 -0.3 0.1 0.0 0.11
C -7.88858 0.32476 2.16531 0.0 0.1 0.0 -0.18
N -6.80949 -0.03493 2.33361 -0.1 0.0 -0.2 0.17
H -4.50752 1.92035 -5.39470 0.0 -0.1 0.0 0.11
N 3.72578 -5.22695 -0.79934 -0.1 0.1 0.0 0.14
N 2.20644 3.86345 3.64929 0.0 0.0 -0.1 0.15
H 9.02110 8.07456 -1.79578 0.0 0.1 -0.1 0.07
H -1.45619 6.13863 1.90129 0.0 0.0 0.0 0.07
H 1.26604 -1.22802 -1.24413 -0.1 0.0 -0.4 0.14
C 7.51097 9.08710 -3.97629 -0.1 -0.1 0.2 -0.19
H 4.01083 1.75009 -2.52315 0.0 0.0 0.0 0.08
C 4.48124 4.45025 -1.93879 -0.1 -0.1 0.2 -0.19
O -5.34763 -0.81910 -0.06263 -0.1 -0.3 0.8 -0.17
H 5.17473 1.80524 -1.19149 0.0 0.0 0.0 0.08
O -3.73330 -0.27441 1.86333 -0.1 -0.9 0.0 -0.16
N -1.38499 -3.40930 2.79430 -0.1 -0.1 0.4 0.21
H 0.72114 -4.98071 5.13072 -0.1 0.0 0.0 0.11
H -2.73749 3.60331 -4.86024 0.0 0.0 0.0 0.07
H 2.44318 -6.57348 4.28724 0.0 0.1 0.0 0.11
N -1.43372 0.88830 -3.88297 0.0 -0.1 0.0 0.14
H 3.52623 1.26110 -0.89083 0.1 0.1 -0.1 0.04
H -2.19404 -1.62194 -1.60899 0.2 0.5 0.3 -0.05
C 1.74086 -8.31058 5.34150 0.0 0.0 0.0 -0.10
H -2.79386 -0.21333 2.08138 0.1 0.2 0.2 0.07
H -0.53118 -3.70849 3.23173 -0.2 -0.7 0.1 0.11
H 2.66796 -7.95562 -1.92258 0.0 0.0 0.0 0.12
C 8.27809 10.17243 -3.36305 0.0 0.1 -0.1 -0.24
C 3.23068 -5.99672 -1.49345 -0.2 0.0 0.1 -0.25
C 1.01718 -0.20015 0.60238 -0.4 0.2 0.3 -0.41
N -0.93147 -6.79732 3.19390 0.1 0.3 -0.2 0.16
C 0.33442 1.16388 0.72689 0.3 -0.4 0.3 -0.01
H 8.13392 6.56304 -1.65000 0.0 0.0 0.0 0.04
H 0.85187 -0.70781 1.55818 -0.2 -0.3 0.0 0.13
O -3.41531 0.75146 -0.44960 0.4 0.3 0.0 -0.32
C -10.19605 -1.59284 2.20255 0.0 0.0 0.0 -0.11
H 2.71556 -8.79449 5.36733 0.0 0.0 0.0 0.08
C 0.55942 -6.05742 5.21064 0.2 -0.2 0.0 -0.18
H 2.13241 -5.31558 -4.59766 0.0 0.0 0.0 0.07
H -0.99473 3.71339 2.17465 0.0 -0.1 0.0 0.10
C -9.26928 0.77267 1.98553 -0.1 -0.1 0.2 -0.17
H -5.99418 -0.39642 0.54025 0.0 -0.2 0.1 0.03
C -3.77258 3.75378 -4.55112 0.0 0.0 0.0 -0.11
N -1.52196 -4.58079 0.79919 2.9 -0.4 1.6 0.16
C -2.52607 1.16098 -3.65412 0.0 0.0 0.2 -0.25
H 3.82153 3.58505 -0.07589 0.0 0.1 0.0 0.11
H 9.04661 6.90285 -3.12049 0.0 0.0 0.0 0.08
H 0.12389 1.37426 1.77207 0.1 0.1 0.2 0.07
H 0.66736 -2.70554 0.74490 0.1 0.0 0.2 0.15
H -0.61528 2.76147 4.44847 0.0 0.0 0.1 0.11
H -4.48576 0.58095 -3.29482 0.0 0.0 0.1 0.11
H 2.86665 -0.83696 0.56671 0.1 -0.1 0.0 0.10
C -0.09499 -3.55507 -1.02622 0.3 0.2 0.7 -0.15
C -0.34181 3.79406 4.22909 0.0 0.1 -0.2 -0.19
N -1.36896 -2.23956 0.69106 -0.5 -0.5 -0.1 -0.22
C -0.04437 -2.39610 -0.02797 0.6 0.3 -0.4 -0.34
H -10.41487 -1.63969 1.13432 0.0 0.0 0.0 0.08
H -9.21509 -2.04031 2.37046 0.0 0.0 0.0 0.07
H 0.01745 -6.24642 6.13801 0.0 0.0 0.0 0.13
H 6.57730 7.22894 -3.44054 0.0 0.1 -0.1 0.10
H 4.34506 4.29989 -3.01075 0.0 0.0 0.0 0.12
```
Forces are in eV/Å.

Computed properties:
* largest force on an atom: 3.3 eV Å⁻¹
* charge: +1
* HOMO-LUMO gap: 7.53 eV



ORCA calculation (ωB97M-V/def2-TZVPD) on a cluster of 6 separate species, C6H24O6 in total.

```
36
Properties=species:S:1:pos:R:3:forces:R:3:lowdin_charge:R:1
H 13.65310 2.06001 -12.51253 1.7 -0.7 -1.0 0.03
C 14.49311 4.78291 -12.41365 0.4 1.6 0.7 -0.09
H 11.51785 3.80482 -12.54734 -0.2 -0.8 1.4 0.06
H 12.91215 5.21450 -10.34608 -0.9 -1.5 0.5 0.07
H 14.08256 3.90388 -10.23150 0.3 0.1 0.4 0.08
C 12.68556 0.89405 -10.14339 -0.5 -0.2 0.2 -0.21
H 11.88617 7.04630 -13.52343 0.2 -0.3 -0.1 0.06
H 12.63106 3.67114 -9.26434 -0.3 0.1 0.0 0.09
H 11.41657 4.57731 -15.05538 -0.5 0.9 -0.5 0.10
H 12.85915 2.79419 -12.04702 -1.2 1.2 0.3 0.01
H 12.03944 0.36833 -10.84642 -0.1 0.5 0.5 0.10
H 10.21440 2.42741 -11.49988 -0.4 -0.3 0.1 0.09
H 15.14385 1.40795 -11.68176 0.1 0.4 0.0 0.09
H 14.48359 0.64356 -9.79337 0.6 -0.6 0.3 0.07
H 14.31134 4.82345 -8.09355 0.1 0.2 0.4 0.07
H 12.98683 1.88207 -10.49146 0.4 -0.7 -0.3 0.03
C 11.92703 3.24496 -11.70637 -0.4 -1.7 -0.2 -0.14
H 12.18978 3.81984 -10.81836 -1.5 -0.4 -1.3 0.02
H 15.17395 4.17848 -11.81428 -0.4 -0.3 -0.2 0.09
H 13.80960 0.40295 -12.20998 0.3 -0.1 0.0 0.09
H 12.21852 1.17650 -9.19989 -0.6 -0.6 0.2 0.10
H 15.28353 0.12395 -13.83558 -0.1 0.0 0.2 0.07
O 11.35472 6.51066 -14.11693 -0.3 -0.5 -1.0 -0.10
H 13.47524 6.43538 -11.99249 0.1 0.2 -0.2 0.08
H 11.68812 4.64322 -13.40736 1.1 0.9 -1.0 0.01
H 13.64790 4.26326 -12.86496 0.8 0.0 0.0 0.04
H 15.13476 5.28641 -13.13674 -0.2 -0.2 -0.4 0.09
O 13.76365 0.03413 -9.97195 1.4 -0.1 0.9 -0.11
C 11.92100 5.19897 -14.31566 -0.6 0.5 0.4 -0.14
O 11.10361 2.07625 -11.41273 -1.0 2.1 -0.8 -0.14
C 13.28932 4.42526 -9.69573 -0.2 1.4 2.8 -0.21
H 12.96416 5.22697 -14.63057 0.0 0.0 0.4 0.09
O 14.00123 5.81010 -11.48854 1.2 0.5 -2.3 -0.16
O 13.67066 5.30484 -8.62213 1.0 -0.8 0.1 -0.08
C 14.40802 1.27466 -12.47479 0.0 -1.7 -1.0 -0.14
O 15.04202 1.04889 -13.74745 -0.3 0.8 0.3 -0.10
```
Forces are in eV/Å.

Computed properties:
* SMILES: CO.CO.CO.CO.CO.CO
* largest force on an atom: 3.1 eV Å⁻¹
* charge: 0
* HOMO-LUMO gap: 10.25 eV